ORCA calculation (the ωB97M-V functional and the def2-TZVPD basis) on a gas-phase ion, C3H7N2O (charge +1).

net charge = +1
total energy = -302.81231 a.u.
HOMO-LUMO gap (alpha / beta) = 7.38 / 6.72 eV
2S+1 = 3

Geometry (Å):
C1 -2.100 0.231 0.120
C2 0.398 0.035 -0.176
C3 1.456 -0.901 0.062
N1 -0.945 -0.400 -0.444
N2 0.582 1.331 -0.093
O1 -3.162 -0.157 -0.131
H1 -1.662 0.995 0.797
H2 2.544 -0.481 -0.154
H3 1.365 -1.085 1.110
H4 1.228 -1.870 -0.287
H5 -0.994 -1.335 -0.785
H6 1.413 1.570 0.317
H7 -0.121 2.066 -0.337

ORCA calculation (the ωB97M-V functional and the def2-TZVPD basis) on a molecular structure, C19H29IrN7O5S3Sb.

total energy = -3039.88758 a.u.
HOMO-LUMO gap (alpha / beta) = 3.19 / 3.18 eV

Geometry (Å):
Ir1 -0.163 0.249 0.006
S1 0.925 4.658 -0.300
Sb1 -1.131 3.844 0.502
S2 -1.447 2.175 -1.253
S3 -0.215 2.007 1.853
O1 -5.465 -3.679 2.233
C1 -5.532 -2.472 2.284
O2 -6.309 -1.632 2.689
C2 -4.209 -1.762 1.640
C3 -4.030 -0.395 1.759
C4 -2.871 0.157 1.244
N1 -1.909 -0.562 0.665
C5 -2.102 -1.883 0.548
C6 -3.242 -2.523 1.016
C7 -0.936 -2.689 -0.068
O3 -1.078 -3.876 -0.279
O4 0.109 -1.998 -0.250
H1 -4.763 0.224 2.252
H2 -2.710 1.222 1.339
H3 -3.347 -3.592 0.913
N2 -0.046 -0.334 -2.302
C8 0.176 -0.430 -3.427
N3 0.464 -0.609 -4.683
C9 1.014 0.475 -5.485
C10 1.800 -0.138 -6.651
O5 1.000 -1.023 -7.398
C11 0.539 -2.089 -6.598
C12 -0.319 -1.574 -5.442
H4 1.672 1.087 -4.868
H5 0.202 1.102 -5.878
H6 2.684 -0.669 -6.262
H7 2.121 0.644 -7.341
H8 1.395 -2.656 -6.200
H9 -0.055 -2.733 -7.250
H10 -0.606 -2.396 -4.784
H11 -1.223 -1.090 -5.836
C13 4.593 2.260 0.102
N4 3.559 2.324 -0.912
C14 3.611 3.482 -1.781
C15 2.447 1.703 -0.698
N5 1.525 1.019 -0.540
H12 5.564 2.266 -0.395
H13 4.491 1.347 0.683
H14 4.525 3.122 0.770
H15 4.553 3.462 -2.330
H16 3.542 4.400 -1.191
H17 2.774 3.471 -2.474
C16 3.053 -3.952 1.756
C17 2.302 -2.867 2.525
C18 0.959 -3.437 3.000
C19 3.127 -2.397 3.728
N6 2.176 -1.748 1.588
N7 1.322 -0.678 1.945
H18 3.294 -4.785 2.409
H19 3.974 -3.553 1.340
H20 2.433 -4.319 0.942
H21 1.142 -4.335 3.584
H22 0.340 -3.697 2.144
H23 0.419 -2.736 3.636
H24 3.323 -3.221 4.406
H25 2.595 -1.632 4.290
H26 4.080 -1.996 3.393
H27 1.858 -2.090 0.680
H28 1.871 0.120 2.264
H29 0.671 -0.927 2.690